C36H25F6N7OPS6SiSn as an isolated structure in a non-equilibrium geometry. Source: the OMol25 dataset; level of theory: ωB97M-V/def2-TZVPD.

Properties
Gap between HOMO and LUMO (spin up / spin down)   6.90 / 4.01 eV
2S+1   2
E_LUMO (spin up / spin down)   -1.43 / -4.32 eV
HOMO (spin up / spin down)   -0.3062 / -0.3061 hartree
Energy above the lowest of the compared OMol25 structures with the same formula, charge and spin   1.121 eV

Atoms and positions in Å:
Sn -0.5978 2.0422 -0.8862
O -0.4871 0.4059 -2.0402
Si 0.3416 -0.9458 -2.2087
C -0.1563 -1.8588 -3.8226
C -0.1738 -3.3233 -3.8454
C -0.1433 -4.0421 -5.0239
C -0.0968 -3.3383 -6.2529
C -0.0913 -1.9523 -6.2062
C -0.0946 -1.2024 -5.0406
C 0.2870 -2.1699 -0.7316
C -0.9314 -2.7041 -0.3550
C -1.0395 -3.6086 0.7379
C 0.1504 -3.9378 1.4038
C 1.3566 -3.4641 0.9855
C 1.4288 -2.5840 -0.0672
C 2.1433 -0.5000 -2.5448
C 2.7875 -1.0454 -3.6832
C 4.0896 -0.6447 -3.9422
C 4.8328 0.0385 -3.0066
C 4.1769 0.5860 -1.8720
C 2.7988 0.4342 -1.7736
H -0.1866 -3.9256 -2.9268
H -0.1135 -5.0952 -4.9481
H -0.0389 -3.7791 -7.1841
H -0.1575 -1.5114 -7.1779
H -0.0894 -0.1631 -5.1841
H -1.9494 -2.6018 -0.8211
H -1.9102 -4.2178 1.0218
H 0.0410 -4.6852 2.2301
H 2.3356 -3.7589 1.4870
H 2.4124 -2.2292 -0.3796
H 2.2823 -1.7330 -4.3488
H 4.5117 -1.0801 -4.8997
H 5.8361 0.3233 -3.2617
H 4.6816 1.2543 -1.1242
H 2.2286 0.9574 -1.0479
S -0.8913 4.7557 5.2773
C -0.3569 4.4517 3.7486
S -1.3326 4.7785 2.2516
C 0.0728 4.3190 1.3130
N 1.0980 4.0006 1.9724
N 0.8061 3.9222 3.3060
C 1.8304 3.4895 4.2809
C 1.6065 2.3619 5.0493
C 2.6119 1.9638 5.9713
C 3.7906 2.7186 6.0608
C 3.9743 3.8797 5.2574
C 2.8801 4.2993 4.5031
S 0.2635 4.2941 -0.4292
H 0.7339 1.8457 4.7821
H 2.4196 1.0940 6.5433
H 4.4826 2.3887 6.8035
H 4.9252 4.4456 5.3245
H 3.0488 5.2166 3.9969
S -5.6945 2.6135 -4.8634
C -4.2775 2.8795 -4.1839
S -2.8552 3.5876 -4.8989
C -1.8130 3.0600 -3.5793
N -2.5001 2.7111 -2.4508
N -3.8266 2.5399 -2.7882
C -4.6107 1.7899 -1.8840
C -5.5872 2.3309 -1.1211
C -6.1084 1.6282 -0.0199
C -5.6079 0.3282 0.2492
C -4.6330 -0.2709 -0.5409
C -4.1316 0.4777 -1.6141
S -0.0839 3.0122 -3.4057
H -6.0653 3.2710 -1.4337
H -6.7124 2.3022 0.6753
H -5.9059 -0.1691 1.1361
H -4.3709 -1.2658 -0.3926
H -3.2920 0.1021 -2.1583
N 4.1156 -1.5115 2.2245
C 3.2832 -0.7342 2.0315
N 2.4651 0.2874 1.9911
C 1.5933 0.7335 1.1968
N 0.8577 1.1995 0.4644
F -0.8536 -5.4057 7.8150
P -0.7737 -5.1508 6.2862
F -1.8894 -6.2154 6.0344
F -2.0689 1.7603 0.3314
F 0.7063 -5.5395 6.2776
F -0.7447 -4.8441 4.7518
F -1.0431 -3.6725 6.5976



C36H26CaCl3O4S2Se3Te as an isolated structure in a non-equilibrium geometry. Source: the OMol25 dataset; level of theory: ωB97M-V/def2-TZVPD.

Properties
Gap between HOMO and LUMO   5.64 eV
E_LUMO   1.96 eV
Charge   -1
HOMO   -0.1354 hartree
Energy above the lowest of the compared OMol25 structures with the same formula, charge and spin   1.680 eV

Atoms and positions in Å:
Ca -1.6423 -0.2728 0.3577
C 8.3892 0.9037 -1.6989
C 6.9830 0.6728 -1.2390
C 5.9316 0.6708 -2.1469
C 4.6302 0.4627 -1.7222
C 4.3818 0.2550 -0.3778
C 5.4193 0.2349 0.5345
C 6.7137 0.4498 0.1065
S 2.6895 -0.0692 0.2549
O 2.9256 -0.8350 1.4737
C 2.5402 1.6921 0.7248
C 2.3013 2.5798 -0.3352
C 2.0585 3.9002 -0.0918
C 1.9706 4.3725 1.2363
C 1.5811 5.6934 1.5292
C 1.4003 6.1035 2.8210
C 1.6371 5.2173 3.8821
C 2.0465 3.9369 3.6342
C 2.2096 3.4795 2.3099
C 2.5468 2.1284 2.0264
C 2.7494 1.2085 3.1646
C 3.9625 1.1613 3.8969
C 5.0533 2.0198 3.6341
C 6.1710 1.9949 4.4228
C 6.2721 1.0747 5.4772
C 5.2469 0.2075 5.7350
C 4.0651 0.2314 4.9640
C 2.9799 -0.6259 5.2449
C 1.8007 -0.5223 4.5585
C 1.6839 0.4177 3.5318
S 0.1915 0.7557 2.5406
O -0.2385 -0.5163 1.9227
C -0.9069 0.9218 3.9588
C -1.1880 2.1852 4.4506
C -2.0549 2.3171 5.5226
C -2.6335 1.2021 6.1164
C -3.5514 1.3390 7.2937
C -2.3709 -0.0563 5.5809
C -1.5224 -0.1972 4.4987
H 8.5149 0.5733 -2.7263
H 9.0918 0.3696 -1.0641
H 8.6296 1.9658 -1.6522
H 6.1365 0.8201 -3.1976
H 3.8183 0.4388 -2.4328
H 5.1923 0.0247 1.5696
H 7.5258 0.4344 0.8195
H 2.3031 2.1906 -1.3423
H 1.8732 4.5856 -0.9053
H 1.3953 6.3650 0.7041
H 1.0648 7.1083 3.0357
H 1.4963 5.5500 4.9018
H 2.2222 3.2495 4.4503
H 4.9767 2.7176 2.8147
H 6.9853 2.6835 4.2422
H 7.1613 1.0628 6.0928
H 5.3129 -0.5123 6.5390
H 3.0930 -1.3625 6.0280
H 0.9605 -1.1581 4.7898
H -0.7478 3.0550 3.9827
H -2.3029 3.3018 5.8916
H -3.5710 2.3603 7.6632
H -3.2338 0.6777 8.0979
H -4.5671 1.0635 7.0165
H -2.8498 -0.9274 6.0085
H -1.3357 -1.1643 4.0485
Se -4.3886 -0.0548 0.2590
Se -4.9446 2.1709 -0.0044
Te -3.4055 3.3711 1.5795
Se -1.1960 2.8685 0.5135
Cl -2.4203 -2.6853 1.8783
C -2.0731 -3.3783 0.3100
Cl -1.9003 -5.1140 0.5002
Cl -3.4107 -3.0418 -0.7603
C -0.7224 -2.7233 -0.2061
O 0.2888 -3.3121 0.0937
O -0.8935 -1.6776 -0.8516



C36H26Cl3IIrN6O5 as an isolated structure. Source: the OMol25 dataset; level of theory: ωB97M-V/def2-TZVPD.

Properties
Gap between HOMO and LUMO (spin up / spin down)   6.02 / 3.59 eV
2S+1   6
E_LUMO (spin up / spin down)   -5.66 / -8.53 eV
Charge   +2
HOMO (spin up / spin down)   -0.4292 / -0.4454 hartree
Energy above the lowest of the compared OMol25 structures with the same formula, charge and spin   0.523 eV

Atoms and positions in Å:
Ir 0.7267 1.1960 -2.0711
C 4.7915 -1.0211 -1.1854
C 4.9671 0.3258 -1.8219
N 6.1753 0.7144 -2.1415
C 6.3431 1.9059 -2.7629
C 5.3141 2.7188 -3.1414
C 5.6312 4.0324 -3.8160
O 4.9399 4.2461 -5.0446
C 3.9913 2.3225 -2.7860
C 2.9016 3.1819 -3.1646
N 1.6701 3.1593 -2.7572
C 0.8915 4.3062 -3.1091
C 1.4834 5.5659 -3.2592
C 0.7366 6.6905 -3.5572
C -0.6425 6.6106 -3.6860
C -1.2636 5.3866 -3.5138
C -0.4916 4.2715 -3.2282
I -1.5304 2.4794 -3.0050
C 3.8227 1.1452 -2.0640
O 2.6672 0.7377 -1.5833
H 5.7678 -1.4477 -0.9719
H 4.2610 -1.6917 -1.8660
H 4.2118 -0.9555 -0.2634
H 7.3692 2.1891 -2.9649
H 6.7098 4.0941 -3.9670
H 5.3527 4.8661 -3.1685
H 5.3438 3.6998 -5.7272
H 3.1749 3.9421 -3.8903
H 2.5497 5.6768 -3.1170
H 1.2403 7.6406 -3.6717
H -1.2325 7.4897 -3.9048
H -2.3380 5.3005 -3.5990
C -6.5015 -4.6456 8.2888
O -6.6256 -4.7478 6.8502
C -5.8090 -4.1086 6.0604
C -6.0255 -4.3021 4.6688
C -5.2199 -3.6889 3.7694
C -4.1561 -2.8415 4.2072
C -3.9588 -2.6516 5.6026
C -4.7593 -3.2643 6.5168
C -3.3451 -2.2271 3.2359
N -3.4928 -2.3962 1.9068
C -2.5471 -1.6580 1.3366
C -1.7682 -0.9932 2.3048
N -2.2868 -1.3670 3.4926
C -0.6810 -0.1202 1.9726
C 0.1497 0.5385 2.8875
C 1.1616 1.3385 2.4158
C 1.3103 1.4899 1.0367
N 0.5167 0.8821 0.1660
C -0.4470 0.0662 0.6045
C -1.2153 -0.6575 -0.4196
N -0.8326 -0.4881 -1.6956
C -1.4691 -1.1586 -2.6515
C -2.5335 -2.0184 -2.3871
C -2.9363 -2.1962 -1.0831
C -2.2590 -1.5114 -0.0730
H -7.2794 -5.2852 8.6866
H -6.6651 -3.6163 8.6013
H -5.5233 -5.0040 8.6024
H -6.8383 -4.9466 4.3640
H -5.3666 -3.8279 2.7082
H -3.1638 -2.0141 5.9679
H -4.5968 -3.1098 7.5722
H -1.9719 -1.0688 4.4008
H 0.0095 0.4128 3.9541
H 1.8349 1.8512 3.0873
H 2.0876 2.1131 0.6142
H -1.1073 -1.0097 -3.6613
H -3.0148 -2.5400 -3.2020
H -3.7510 -2.8603 -0.8256
Cl 3.4997 -4.5188 -3.8635
C 2.6087 -4.9527 -2.4820
Cl 3.4494 -5.6608 -1.1903
Cl 0.9815 -5.4327 -2.7187
C 1.6955 -2.2115 -1.6139
O 1.6166 -2.6638 -0.5488
O 1.6909 -1.7069 -2.6564



Which of these has the lowest energy above the lowest of the compared OMol25 structures with the same formula, charge and spin?
C36H26Cl3IIrN6O5



Among the records above, which one has the highest energy above the lowest of the compared OMol25 structures with the same formula, charge and spin?
C36H26CaCl3O4S2Se3Te



The lowest energy above the lowest of the compared OMol25 structures with the same formula, charge and spin belongs to which entry?
C36H26Cl3IIrN6O5